[1]
Computed, not measured: 11 unconnected molecules or ions with the total composition F6H20O10P, with ωB97M-V/def2-TZVPD.

expectation value of S²: 0.757
spin multiplicity: 2
Kohn-Sham gap (alpha / beta): 0.38306 / 0.08199 hartree
energy above the lowest of the compared OMol25 structures with the same formula, charge and spin: 17.71 kcal/mol
LUMO level (alpha / beta): -0.296 / -8.486 eV
M: 325.112 Da

Last column: Mulliken charge in e.
Geometry (Å):
P1 0.60785 0.06659 0.18915  1.35
F1 0.09616 1.54676 -0.40615  -0.51
F2 0.94427 -0.20527 -1.36038  -0.50
F3 2.00495 0.77227 0.46673  -0.51
F4 1.40449 -1.30982 0.42389  -0.39
F5 0.32188 0.45108 1.75965  -0.37
F6 -0.83627 -0.61854 -0.05994  -0.23
O1 1.13991 -3.02916 -1.77496  -0.64
H1 1.51298 -3.11703 -0.89785  0.32
H2 1.26530 -2.10674 -1.99778  0.33
O2 3.32142 0.90303 2.72374  -0.65
H3 3.51155 -0.03300 2.78645  0.29
H4 2.65622 0.96742 2.03847  0.42
O3 -2.95857 -2.57854 -0.14426  -0.55
H5 -2.25732 -1.92726 -0.16181  0.41
H6 -3.50153 -2.32652 0.60267  0.35
O4 -0.19283 1.92322 -3.91864  -0.35
H7 -0.56167 1.12071 -3.54964  0.42
H8 -0.44527 2.60950 -3.30097  0.39
O5 4.34597 -0.11171 -2.79104  -0.62
H9 3.43683 0.14121 -2.63067  0.30
H10 4.77660 0.69929 -3.06132  0.31
O6 -2.05692 0.39107 2.73248  -0.67
H11 -1.10964 0.40404 2.59564  0.46
H12 -2.18998 0.89141 3.53759  0.31
O7 0.92626 -2.05836 3.55530  -0.61
H13 1.88193 -2.00639 3.54055  0.30
H14 0.67714 -2.15831 2.63651  0.31
O8 -1.54565 3.48929 0.71046  -0.62
H15 -1.04186 2.72536 0.42966  0.41
H16 -2.45263 3.18405 0.73170  0.29
O9 -3.52981 0.81381 0.34737  -0.52
H17 -4.10591 1.54064 0.58411  0.27
H18 -3.05105 0.61511 1.15206  0.35
O10 -1.19371 -0.32258 -2.74056  -0.64
H19 -0.70344 -0.07303 -1.95724  0.41
H20 -1.09764 -1.27362 -2.79097  0.38

[2]
Computed, not measured: a molecular structure, C3H6N2O2, with ωB97M-V/def2-TZVPD.

spin multiplicity: 1
Kohn-Sham gap: 0.31375 hartree
energy above the lowest of the compared OMol25 structures with the same formula, charge and spin: 91.74 kcal/mol
LUMO level: 0.594 eV
M: 102.093 Da

Last column: Mulliken charge in e.
Geometry (Å):
C1 -0.15928 -0.93313 0.17062  -0.92
C2 -1.61149 -0.25879 0.09220  -0.34
C3 0.79272 0.14728 0.08102  0.82
N1 -1.45544 1.11076 -0.06842  -0.16
N2 -0.37791 1.62845 -0.05387  -0.28
O1 1.35444 0.15415 -1.23496  -0.54
O2 1.61538 0.46134 1.10776  -0.51
H1 0.07946 -1.58151 0.99227  0.38
H2 0.08547 -1.54316 -0.65020  0.33
H3 -2.06363 -0.59545 -0.84901  0.21
H4 -2.35524 -0.53867 0.85951  0.29
H5 1.54586 1.12231 -1.34456  0.37
H6 2.54967 0.82641 0.89765  0.35

[3]
Computed, not measured: C4H8O in the gas phase, with ωB97M-V/def2-TZVPD.

spin multiplicity: 1
Kohn-Sham gap: 0.37762 hartree
energy above the lowest of the compared OMol25 structures with the same formula, charge and spin: 51.53 kcal/mol
LUMO level: 0.933 eV
M: 72.107 Da

Last column: Mulliken charge in e.
Geometry (Å):
C1 -0.73241 -0.11440 -0.50412  0.00
C2 0.26738 0.39405 0.16607  -0.32
C3 -2.12834 0.28693 -0.13731  -0.91
C4 1.69794 -0.04055 -0.01010  -0.40
O1 1.66676 -1.17687 0.80040  -0.48
H1 -0.60111 -1.03339 -1.09324  0.29
H2 0.17862 1.29626 0.72911  0.29
H3 -2.42123 -0.20434 0.81963  0.24
H4 -2.04732 1.41912 0.02100  0.26
H5 -2.97700 -0.14942 -0.91160  0.25
H6 2.45404 0.84099 0.31135  0.23
H7 2.07168 -0.01933 -1.10043  0.27
H8 2.57098 -1.49905 0.90924  0.29

[4]
Computed, not measured: C9H15NO2 in the gas phase, with ωB97M-V/def2-TZVPD.

spin multiplicity: 1
Kohn-Sham gap: 0.34622 hartree
energy above the lowest of the compared OMol25 structures with the same formula, charge and spin: 15.81 kcal/mol
LUMO level: 0.919 eV
M: 169.224 Da

Last column: Mulliken charge in e.
Geometry (Å):
C1 -3.52675 -0.38383 -0.48288  -0.69
C2 -1.43073 0.40713 0.16071  -0.28
C3 0.03352 0.09361 0.47768  1.58
C4 0.72098 1.26858 1.15444  -0.81
C5 1.04236 2.17568 -0.01805  -0.61
C6 1.45167 1.20143 -1.12785  -0.71
C7 1.35932 -1.29720 -0.94699  -0.84
C8 1.35646 -1.92933 0.42899  -0.37
C9 0.14640 -1.33427 1.11302  -1.09
H1 -3.89886 -0.01135 0.52100  0.31
H2 -3.84754 0.31345 -1.24651  0.28
H3 -3.91639 -1.40720 -0.75301  0.22
H4 0.10727 1.75782 1.92550  0.35
H5 1.72264 0.94873 1.56760  0.34
H6 0.18745 2.74361 -0.34681  0.34
H7 1.93823 2.82884 0.24397  0.35
H8 2.49948 0.95491 -1.14710  0.39
H9 1.17507 1.72166 -2.06262  0.27
H10 0.85028 -1.89122 -1.69981  0.31
H11 2.38135 -1.19410 -1.39818  0.34
H12 2.30333 -1.62884 1.00247  0.25
H13 1.24040 -3.01324 0.41786  0.41
H14 0.32279 -1.32426 2.20671  0.31
H15 -0.72088 -1.90732 0.89065  0.46
N1 0.62663 -0.00857 -0.82662  -0.14
O1 -2.13753 -0.58220 -0.40806  -0.31
O2 -1.98695 1.49749 0.35390  -0.66

[5]
Computed, not measured: 18 unconnected molecules or ions with the total composition C6H47BClN4O19, with ωB97M-V/def2-TZVPD.

total charge: +1
spin multiplicity: 1
Kohn-Sham gap: 0.26498 hartree
LUMO level: -4.985 eV
M: 525.716 Da

Last column: Mulliken charge in e.
Geometry (Å):
C1 4.27959 -2.39544 -2.62723  -1.02
C2 4.25080 -1.26987 -1.54545  0.50
N1 4.83679 -1.32449 -0.40942  -0.62
C3 3.39087 0.02850 -1.85794  -0.51
C4 1.89501 -0.38771 -1.65408  -0.12
N2 0.79353 0.51444 -2.11269  -0.13
C5 -0.36244 -0.26419 -1.73668  -0.10
N3 -1.34793 -0.69538 -2.49520  0.03
B1 -2.44929 -1.54668 -1.90167  0.24
O1 -3.01306 -2.55524 -2.72644  -0.60
O2 -2.98136 -1.41076 -0.62360  -0.39
N4 -0.12923 -0.48003 -0.30552  0.02
C6 1.35523 -0.76175 -0.22994  -0.11
Cl1 1.38476 -2.53341 0.19454  -0.21
H1 3.72111 -3.26588 -2.17982  0.23
H2 3.70982 -2.11286 -3.55277  0.25
H3 5.31347 -2.72422 -2.87239  0.40
H4 4.60866 -0.45478 0.08723  0.22
H5 3.52549 0.38197 -2.91726  0.39
H6 3.72151 0.88110 -1.20699  0.15
H7 1.79981 -1.28708 -2.33431  0.29
H8 0.83551 0.78348 -3.10085  0.44
H9 -1.28920 -0.44263 -3.48423  0.31
H10 -2.71444 -2.43437 -3.64240  0.29
H11 -2.71821 -2.14495 -0.02912  0.39
H12 -0.13195 0.47975 0.08497  0.34
H13 1.89364 -0.25530 0.60857  0.23
O3 0.59191 -3.42653 3.43909  -0.63
H14 0.99674 -3.03117 2.66446  0.29
H15 1.17747 -4.15802 3.65461  0.31
O4 2.52658 1.89833 1.00667  -0.55
H16 2.32356 2.77500 1.36505  0.25
H17 2.26842 1.96532 0.08249  0.26
O5 2.88792 4.81450 2.45640  -0.57
H18 2.44264 5.02774 3.28329  0.30
H19 3.56117 5.49730 2.36990  0.28
O6 -3.88759 -2.65190 1.70251  -0.60
H20 -4.11785 -2.92185 2.59950  0.31
H21 -4.59825 -2.05330 1.44929  0.28
O7 -2.75263 -5.24865 -4.22124  -0.60
H22 -2.95355 -4.54883 -3.58852  0.42
H23 -2.11801 -4.85201 -4.82665  0.29
O8 0.03501 3.79961 -2.41135  -0.64
H24 -0.27050 4.11983 -3.26975  0.35
H25 0.05224 2.84200 -2.51206  0.25
O9 1.20411 6.64312 -3.52579  -0.68
H26 2.13997 6.53641 -3.74130  0.35
H27 0.96405 5.80542 -3.11796  0.31
O10 -5.95439 -4.34746 2.56301  -0.61
H28 -6.23412 -4.01629 1.69969  0.33
H29 -5.93709 -5.30253 2.45075  0.31
O11 -7.75778 -3.01473 0.52182  -0.61
H30 -7.95707 -2.14234 0.87683  0.31
H31 -8.00469 -2.94960 -0.40816  0.30
O12 0.00886 3.53855 0.84695  -0.51
H32 -0.18955 4.41032 1.20542  0.26
H33 -0.24937 3.60593 -0.08017  0.27
O13 5.77905 1.14600 1.15711  -0.62
H34 4.89792 1.39509 1.46688  0.29
H35 6.29491 1.06155 1.96587  0.31
O14 3.12051 -3.38275 4.09216  -0.63
H36 2.93839 -2.67919 4.72985  0.37
H37 3.72629 -2.97858 3.46284  0.30
O15 -2.42027 0.35508 2.19732  -0.55
H38 -2.25810 -0.07772 1.35317  0.26
H39 -1.94559 -0.19213 2.83324  0.31
O16 3.11386 -1.40055 6.43266  -0.65
H40 2.23829 -1.14708 6.74387  0.32
H41 3.62777 -1.50783 7.23971  0.32
O17 -7.92368 -1.80998 -2.43711  -0.62
H42 -7.68777 -1.06050 -2.99250  0.30
H43 -7.12649 -2.35162 -2.42667  0.33
O18 3.09280 8.72520 -2.94452  -0.63
H44 2.30561 8.16977 -3.02013  0.37
H45 3.15641 8.91680 -2.00414  0.31
O19 -3.24836 2.98373 3.97536  -0.62
H46 -3.31832 2.17108 3.46061  0.32
H47 -2.73993 2.72725 4.75038  0.30

[6]
Computed, not measured: a molecular structure, C22H18F12N3O3Pd, with ωB97M-V/def2-TZVPD.

total charge: -1
expectation value of S²: 2.007
spin multiplicity: 3
Kohn-Sham gap (alpha / beta): 0.22993 / 0.23406 hartree
energy above the lowest of the compared OMol25 structures with the same formula, charge and spin: 0.00 kcal/mol
LUMO level (alpha / beta): 2.480 / 2.468 eV
M: 706.800 Da

Last column: Mulliken charge in e.
Geometry (Å):
Pd1 -1.34911 -0.13806 -0.37374  0.62
C1 2.36646 -5.80651 -0.53226  -1.54
C2 1.95655 -4.35860 -0.52255  0.38
C3 2.47267 -3.44984 -1.44221  -0.92
C4 2.05504 -2.13364 -1.42900  0.06
C5 1.12846 -1.65652 -0.49515  -0.16
N1 0.73451 -0.30960 -0.60422  -0.68
C6 1.51621 0.63372 0.01839  1.12
C7 2.72065 0.25129 0.65165  -0.14
C8 3.58620 1.15230 1.23260  -1.44
C9 3.30238 2.51023 1.25285  0.28
C10 4.21316 3.51425 1.90235  -1.63
C11 2.10352 2.90175 0.67223  -0.51
C12 1.20804 2.02951 0.06072  -0.06
C13 -0.10442 2.62512 -0.49967  2.01
O1 -0.89307 1.76393 -1.18896  -1.40
C14 -0.95149 3.20261 0.67243  0.44
F1 -2.17568 3.59968 0.24576  -0.29
F2 -0.41441 4.27426 1.29352  -0.29
F3 -1.16096 2.27154 1.60562  -0.16
C15 0.20346 3.75662 -1.52492  0.59
F4 -0.93422 4.19105 -2.11669  -0.27
F5 0.99359 3.29766 -2.49837  -0.29
F6 0.79262 4.86674 -1.03427  -0.27
C16 0.61131 -2.56390 0.45104  -0.14
C17 1.03002 -3.89345 0.39744  -0.64
C18 -0.44228 -2.13674 1.50448  1.64
O2 -0.82294 -0.84106 1.49686  -1.28
C19 0.12650 -2.37542 2.93513  0.48
F7 1.16536 -1.56691 3.15109  -0.24
F8 -0.79962 -2.10804 3.87267  -0.28
F9 0.56144 -3.63133 3.19459  -0.28
C20 -1.71534 -3.02384 1.30002  0.69
F10 -2.06579 -3.03705 -0.00479  -0.28
F11 -1.57430 -4.31558 1.67603  -0.28
F12 -2.77688 -2.55173 1.96192  -0.28
H1 3.18757 -5.97352 -1.23030  0.36
H2 1.54056 -6.45570 -0.83189  0.31
H3 2.69561 -6.13432 0.45569  0.34
H4 3.19509 -3.77821 -2.18175  0.34
H5 2.43702 -1.42238 -2.15054  0.50
H6 2.97668 -0.79806 0.68678  0.38
H7 4.49683 0.78240 1.69417  0.32
H8 5.18556 3.07145 2.12477  0.37
H9 3.80190 3.88966 2.84310  0.30
H10 4.38243 4.37803 1.25605  0.35
H11 1.85608 3.95272 0.70967  0.48
H12 0.61580 -4.60292 1.10031  0.46
C21 -6.17118 1.78171 -2.09667  -0.97
N2 -5.24999 0.67752 -1.97063  -0.18
C22 -3.89338 0.83406 -1.87644  0.47
N3 -3.35303 2.01878 -2.18672  -0.31
O3 -3.20713 -0.15742 -1.55982  -0.77
H13 -7.18655 1.39168 -2.11372  0.32
H14 -6.01201 2.31257 -3.03730  0.31
H15 -6.09283 2.49582 -1.26984  0.31
H16 -5.56981 -0.17634 -1.54706  0.28
H17 -3.93905 2.83389 -2.22324  0.28
H18 -2.36383 2.13414 -1.87722  0.24

[7]
Computed, not measured: a molecular structure, C5H8N2S, with ωB97M-V/def2-TZVPD.

spin multiplicity: 1
Kohn-Sham gap: 0.30318 hartree
energy above the lowest of the compared OMol25 structures with the same formula, charge and spin: 177.25 kcal/mol
LUMO level: 0.002 eV
M: 128.200 Da

Last column: Mulliken charge in e.
Geometry (Å):
C1 1.10497 -1.08753 -1.00883  -0.63
C2 0.11820 -0.27905 1.15939  -0.62
C3 -0.66135 0.71884 0.02804  0.47
C4 -1.86471 0.43621 -0.56457  -0.34
C5 -3.01229 0.11475 -0.68602  -0.12
H1 -0.07280 -0.39346 -1.46361  0.21
H2 0.82420 -2.21742 -0.98821  0.29
H3 2.01468 -0.89072 -1.90084  0.22
H4 1.74839 -1.41288 0.76473  0.25
H5 0.30843 0.32848 2.00275  0.37
H6 -0.42825 -1.18965 1.73665  0.28
H7 1.83592 1.70265 1.05257  0.14
H8 -4.23523 0.27796 -0.44197  0.27
N1 1.36032 -0.61606 0.37286  -0.29
N2 -0.19811 1.92674 -0.29160  -0.39
S1 1.15765 2.58113 0.22868  -0.13

[8]
Computed, not measured: C7H12BrNSi in the gas phase, with ωB97M-V/def2-TZVPD.

spin multiplicity: 1
Kohn-Sham gap: 0.32366 hartree
energy above the lowest of the compared OMol25 structures with the same formula, charge and spin: 0.00 kcal/mol
LUMO level: 0.713 eV
M: 218.170 Da

Last column: Mulliken charge in e.
Geometry (Å):
C1 -2.45635 -1.71602 0.54601  -0.81
C2 -2.90902 -0.37777 0.83182  -0.18
C3 -1.09897 -1.61383 0.27101  -0.38
C4 -1.80036 0.40519 0.69909  -0.05
C5 1.85377 -1.16057 -0.87277  -1.47
C6 1.52992 1.09822 1.39246  -1.13
C7 0.68291 1.44623 -1.80401  -1.07
N1 -0.71122 -0.31021 0.30194  0.30
Si1 0.90117 0.36193 -0.21986  0.17
Br1 -1.71556 2.29432 0.88604  -0.17
H1 -3.12874 -2.47485 0.61532  0.53
H2 -3.82387 0.13689 1.13765  0.38
H3 -0.46878 -2.49849 0.08279  0.33
H4 1.34125 -1.60399 -1.71357  0.37
H5 2.76662 -0.83628 -1.13444  0.43
H6 1.96234 -1.91479 -0.24165  0.51
H7 1.14940 2.00072 1.67652  0.47
H8 1.21726 0.59556 2.31041  0.39
H9 2.68233 1.23384 1.43352  0.31
H10 -0.28393 1.86452 -1.82845  0.35
H11 1.44644 2.21264 -1.76572  0.35
H12 0.86339 0.85674 -2.60412  0.37

- The highest M belongs to which entry?
  C22H18F12N3O3Pd

- M of number 7 (C5H8N2S)?
  128.200 Da

- Among the records above, which one has the highest M?
  C22H18F12N3O3Pd